(1)
8 unconnected molecules or ions with the total composition C12H40O12 in a non-equilibrium geometry. Source: the Open Molecules 2025 dataset; level of theory: ωB97M-V with the def2-TZVPD basis set.

Geometry as XYZ:
```
64
Properties=species:S:1:pos:R:3:forces:R:3
C 4.517 -0.005 2.674 0.55 -1.46 0.43
O 3.663 -0.847 1.872 0.26 0.59 0.35
H 4.666 0.970 2.191 -0.38 -0.11 0.34
H 4.158 0.062 3.757 0.39 0.21 -1.47
H 5.530 -0.506 2.688 -0.86 0.60 0.22
H 2.957 -1.204 2.439 0.21 0.33 -0.16
C 0.702 -2.450 -4.619 -1.43 -0.35 -0.54
O -0.237 -1.495 -4.119 0.26 -0.09 0.71
H 0.127 -3.340 -4.944 0.53 0.05 0.36
H 1.102 -2.030 -5.502 0.67 0.47 -0.92
H 1.470 -2.668 -3.905 0.28 -0.23 0.29
H -0.408 -1.810 -3.222 -0.31 0.34 0.02
C -0.228 2.498 -4.213 -2.47 -0.01 2.60
O -1.128 1.432 -3.715 1.23 1.03 -0.74
H 0.765 2.425 -3.770 -0.04 0.05 -0.28
H -0.294 2.622 -5.252 0.45 -0.50 -1.63
H -0.790 3.383 -3.848 0.91 -0.16 0.12
H -0.719 0.573 -3.869 0.08 -0.37 -0.34
C 2.587 -3.787 -1.289 0.30 0.75 -2.60
O 1.529 -2.892 -1.689 0.70 -0.39 0.66
H 2.362 -4.682 -1.877 0.51 -0.18 0.48
H 3.598 -3.397 -1.559 -0.71 -0.07 -0.38
H 2.726 -3.970 -0.268 -0.72 -0.42 1.77
H 1.233 -2.359 -0.945 -0.18 0.29 0.14
C -1.371 3.688 2.517 -0.31 -0.02 0.26
C -2.915 3.576 2.554 1.26 0.44 1.32
O -3.248 3.145 3.885 -0.10 -0.59 -0.67
O -0.949 4.486 1.395 0.27 -0.96 0.44
H -0.932 2.674 2.463 -0.09 0.46 -0.44
H -0.998 4.096 3.483 -0.34 0.07 -0.58
H -3.261 2.867 1.813 -0.25 0.21 -0.28
H -3.331 4.583 2.468 -0.17 -0.14 -0.34
H -3.112 2.191 3.826 -0.22 0.02 0.50
H -1.390 5.326 1.511 -0.04 0.37 -0.23
C 0.271 -1.685 2.950 -0.83 -1.16 0.40
C 0.378 -2.963 2.101 0.87 -0.22 -0.10
O 0.861 -4.032 2.947 0.09 1.03 -0.35
O 1.591 -1.472 3.492 -0.40 0.50 -0.30
H -0.344 -1.904 3.863 0.00 0.10 -1.06
H -0.195 -0.869 2.358 0.79 -0.11 0.37
H 1.111 -2.854 1.253 -0.63 0.35 0.74
H -0.569 -3.244 1.630 0.03 0.02 0.40
H 1.645 -3.595 3.335 -0.36 -0.70 0.06
H 1.482 -0.947 4.289 0.21 0.05 0.06
C 1.067 0.189 -0.691 -1.47 1.44 0.35
C 0.787 1.457 0.127 -0.13 -0.27 0.29
O -0.459 2.040 -0.260 0.21 1.51 0.44
O 0.177 -0.847 -0.339 -0.18 -0.70 -0.05
H 2.083 -0.115 -0.483 0.27 -0.22 -0.20
H 0.894 0.522 -1.742 0.49 -0.52 0.45
H 1.606 2.104 -0.112 0.56 0.84 -0.21
H 0.784 1.370 1.230 0.17 -0.65 -0.38
H -0.511 2.949 0.172 -0.08 -1.35 -0.80
H -0.645 -0.787 -0.873 0.28 0.31 0.14
C -3.352 -0.099 -1.511 -0.77 -1.55 1.00
C -3.415 -0.061 0.003 0.79 -1.16 -1.16
O -2.901 1.120 0.468 -0.23 1.91 0.83
O -2.006 -0.132 -1.895 0.31 0.14 -0.27
H -3.864 0.730 -1.930 -0.41 1.04 -0.44
H -3.924 -0.993 -1.820 0.63 0.05 -0.29
H -2.693 -0.807 0.349 -0.57 -0.89 0.04
H -4.434 -0.306 0.296 -0.03 0.44 0.61
H -2.045 1.299 0.025 -0.10 -0.06 0.34
H -1.761 0.777 -2.166 0.22 -0.38 -0.30
```
Forces are in eV/Å.

Output
**F_max**: 0.06966 Eh/bohr
**E_LUMO**: 0.0081 Eh
**Kohn-Sham gap**: 9.9371 eV
**Energy**: -37658.728 eV
**Relative energy (zero: lowest compared OMol25 entry of this formula, charge and spin)**: 1.6 kJ/mol
**Total charge**: 0
**Molar mass**: 376.44 u


(2)
8 unconnected molecules or ions with the total composition C12H40O12 in a non-equilibrium geometry. Source: the Open Molecules 2025 dataset; level of theory: ωB97M-V with the def2-TZVPD basis set.

Geometry as XYZ:
```
64
Properties=species:S:1:pos:R:3:forces:R:3
C 4.328 -0.553 1.355 0.66 0.33 -2.23
C 4.584 -1.841 0.535 0.25 1.00 0.47
O 3.383 -2.422 0.215 -1.53 -1.25 -0.26
O 3.634 0.489 0.581 0.51 -1.10 0.85
H 5.306 -0.085 1.465 -0.09 -0.13 1.09
H 3.746 -0.868 2.221 0.35 0.43 0.38
H 5.142 -2.564 1.131 0.05 0.08 0.31
H 5.172 -1.696 -0.371 0.20 0.57 -0.10
H 2.732 -1.754 -0.011 -0.07 0.21 -0.31
H 2.699 0.269 0.564 -0.37 -0.02 -0.36
C -0.180 -0.121 -3.668 1.04 -1.30 -0.11
C 0.643 1.179 -3.647 -1.50 -2.24 -0.93
O 0.588 1.691 -2.351 0.50 0.45 0.08
O -1.565 -0.203 -3.541 -0.97 0.78 -0.01
H 0.220 -0.738 -2.863 0.06 0.31 0.58
H 0.102 -0.787 -4.483 0.26 0.54 -0.69
H 0.394 1.939 -4.387 -0.07 -0.14 -0.13
H 1.537 0.617 -3.919 1.11 1.03 0.18
H 1.205 2.427 -2.375 0.04 0.38 0.69
H -1.945 -0.206 -4.422 -0.27 0.15 0.01
C 0.794 5.287 1.141 -0.65 0.72 -2.13
C 0.020 3.985 0.903 1.19 -0.12 -0.44
O -1.303 4.196 0.405 0.51 0.76 0.86
O 1.086 5.874 -0.230 -0.37 -0.57 2.35
H 1.754 5.240 1.654 -0.05 -0.70 -0.30
H 0.189 5.949 1.761 -0.21 0.39 -0.31
H 0.112 3.371 1.799 -0.57 -0.12 0.23
H 0.577 3.489 0.108 0.23 -0.36 0.04
H -1.708 3.347 0.214 0.07 -0.30 -0.23
H 0.218 5.890 -0.639 -0.19 0.12 -0.23
C -3.732 -0.559 -0.956 -1.29 -1.07 0.31
C -3.573 0.877 -1.339 1.91 -0.11 -0.62
O -2.265 1.415 -1.148 0.30 0.21 0.37
O -3.348 -1.602 -1.916 -0.49 1.29 1.33
H -4.817 -0.595 -0.864 -0.29 -0.64 -0.14
H -3.396 -0.784 0.056 0.58 -0.08 -0.05
H -4.157 1.581 -0.746 -0.67 -0.48 -0.35
H -3.765 0.824 -2.411 -0.63 0.88 -0.19
H -1.639 0.968 -1.722 -0.04 0.10 -0.23
H -2.625 -1.265 -2.450 0.32 0.15 -0.15
C -2.354 -2.727 2.554 -0.56 -0.60 0.10
O -2.757 -2.308 3.845 0.51 0.67 0.35
H -1.462 -3.340 2.683 -0.17 -0.13 -0.05
H -3.197 -3.308 2.179 0.33 -0.37 -0.57
H -2.113 -1.965 1.814 -0.06 0.46 0.28
H -3.356 -1.560 3.786 -0.04 -0.02 -0.11
C -0.232 -3.631 -1.876 0.89 0.28 -0.71
O 0.615 -4.784 -2.034 -1.16 0.12 0.80
H -0.658 -3.459 -2.865 -0.16 0.64 -0.02
H -1.064 -3.675 -1.173 0.13 -0.57 0.26
H 0.434 -2.830 -1.554 -0.18 0.22 -0.20
H -0.039 -5.485 -2.002 0.43 -0.65 -0.12
C -0.076 -0.335 0.441 1.03 -0.29 -0.30
O 1.059 -0.281 -0.443 0.14 -0.69 0.78
H 0.111 -1.083 1.211 0.11 -0.20 -0.18
H -0.120 0.623 0.959 -0.85 0.09 -0.18
H -0.915 -0.652 -0.179 -0.48 0.41 0.60
H 0.842 0.374 -1.110 0.22 0.48 -0.30
C 0.625 -0.415 4.974 -0.91 -0.29 -3.05
O 1.957 -0.032 4.557 -0.08 0.01 2.12
H -0.183 0.316 4.935 0.62 1.19 0.57
H 0.258 -0.986 4.122 -0.17 -0.98 0.19
H 0.439 -1.008 5.869 1.30 0.16 0.08
H 2.039 0.286 3.655 -0.76 -0.09 0.02
```
Forces are in eV/Å.

Output
**F_max**: 0.06207 Eh/bohr
**E_LUMO**: 0.0013 Eh
**Kohn-Sham gap**: 9.6622 eV
**Energy**: -37656.883 eV
**Relative energy (zero: lowest compared OMol25 entry of this formula, charge and spin)**: 179.7 kJ/mol
**Total charge**: 0
**Molar mass**: 376.44 u


(3)
A molecular structure, C12H41IN3O7 in a non-equilibrium geometry. Source: the Open Molecules 2025 dataset; level of theory: ωB97M-V with the def2-TZVPD basis set.

Geometry as XYZ:
```
64
Properties=species:S:1:pos:R:3:forces:R:3
I -13.111 6.231 -15.792 -9.05 -2.95 5.45
C -10.712 8.939 -12.672 0.83 -0.11 0.31
C -10.793 7.806 -13.713 0.08 0.09 0.07
C -11.050 6.345 -13.219 2.06 3.54 0.03
O -9.826 5.825 -12.596 -0.33 2.71 0.95
C -9.811 5.734 -11.193 -0.01 -1.05 0.65
N -11.761 8.174 -14.720 1.84 2.34 3.66
H -11.560 9.115 -12.011 -0.34 -0.61 -0.02
H -10.543 9.921 -13.114 -0.05 -0.15 -0.64
H -9.824 8.802 -12.055 -0.04 -0.23 0.35
H -9.835 7.803 -14.233 0.39 -0.20 0.17
H -11.139 5.690 -14.085 -0.71 1.59 -0.30
H -11.962 6.328 -12.623 0.39 -0.36 0.36
H -10.509 6.299 -10.575 -0.30 0.80 -0.69
H -8.819 5.933 -10.787 0.17 0.10 -0.33
H -10.076 4.712 -10.922 0.20 -0.32 0.10
H -12.038 7.379 -15.278 2.67 2.74 1.47
H -12.605 8.320 -14.185 -0.22 0.11 0.28
C -11.342 7.568 -19.746 -0.92 0.35 1.86
C -11.281 8.111 -18.200 0.67 -1.29 -1.86
C -12.433 8.931 -17.747 -0.98 1.81 -0.75
O -12.100 9.573 -16.550 0.23 1.34 -0.47
C -12.933 10.628 -16.154 -0.30 0.83 -0.31
N -11.156 6.963 -17.303 8.13 11.08 1.30
H -10.641 6.734 -19.783 0.05 0.23 -0.40
H -11.149 8.276 -20.552 0.27 0.32 0.39
H -12.347 7.181 -19.916 0.02 -0.28 -0.09
H -10.340 8.659 -18.171 -0.15 0.41 0.29
H -13.371 8.411 -17.553 0.03 -0.52 -0.63
H -12.640 9.689 -18.502 -0.24 0.33 -0.40
H -13.890 10.374 -15.699 0.18 -0.31 -0.02
H -13.256 11.234 -17.001 0.27 0.27 -0.43
H -12.419 11.284 -15.452 0.38 -0.17 -0.06
H -10.760 7.376 -16.470 0.76 0.57 0.23
H -12.052 6.760 -16.884 2.08 4.71 -1.00
C -11.069 3.750 -13.269 -0.97 -2.28 0.11
C -12.531 3.361 -13.713 1.92 -0.26 0.55
C -13.510 4.195 -12.945 -0.65 0.15 0.87
O -13.506 3.829 -11.530 -0.71 0.24 -0.45
C -14.553 4.414 -10.708 2.49 0.37 -0.71
N -12.697 3.545 -15.123 0.09 -1.63 4.79
H -10.371 3.144 -13.846 0.10 -0.54 0.22
H -11.011 3.536 -12.202 0.47 -0.29 0.08
H -10.696 4.764 -13.410 -0.78 -3.77 0.02
H -12.729 2.297 -13.583 0.22 -0.20 0.89
H -14.525 4.166 -13.341 -0.23 -0.49 -0.09
H -13.196 5.222 -13.130 -0.33 0.12 0.67
H -15.565 4.104 -10.966 0.08 -0.06 0.07
H -14.394 5.492 -10.743 -0.72 0.40 -0.40
H -14.211 4.216 -9.692 -0.62 -0.67 0.11
H -12.900 4.528 -15.241 0.76 -2.83 1.22
H -11.873 3.297 -15.652 -0.34 -0.20 0.43
O -12.920 3.836 -17.067 -2.82 -3.77 -3.66
H -13.327 4.533 -16.554 -0.71 -2.04 -2.03
H -12.182 4.260 -17.506 -0.18 -1.02 -0.81
O -15.162 5.229 -17.494 -1.66 -0.58 -1.43
H -14.708 5.752 -16.834 -0.59 -0.03 -0.15
H -15.966 5.715 -17.675 -0.37 0.13 -0.10
O -14.628 8.491 -15.402 -2.21 2.18 0.66
H -14.396 7.632 -15.756 -0.64 0.35 0.00
H -13.810 8.831 -15.041 -0.12 -0.14 -0.21
O -11.678 5.302 -17.944 0.94 -5.75 -7.19
H -12.077 5.988 -17.408 -0.29 -4.36 -3.36
H -10.952 5.739 -18.390 -0.16 -0.75 0.37
```
Forces are in eV/Å.

Output
**F_max**: 0.26851 Eh/bohr
**E_LUMO**: 0.1026 Eh
**Kohn-Sham gap**: 6.2800 eV
**Energy**: -39991.512 eV
**Total charge**: -1
**Molar mass**: 466.38 u


> What is the total charge in the second record?

0